No. 1
Molecular formula: CHClF3N
Method: DFT, the ωB97M-V functional and the def2-TZVPD basis

Geometry as XYZ:
```
7
CHClF3N (the ωB97M-V functional and the def2-TZVPD basis)
C 0.107 0.513 0.144
N 0.101 -0.866 -0.185
F -0.802 1.235 -0.474
F -0.920 -1.406 0.833
F -0.672 -0.976 -1.293
Cl 0.496 0.803 1.770
H 1.689 0.698 -0.795
```

Results
Total charge: 0
Frontier orbital gap: 9.6 eV
HOMO energy: -10.62 eV
Relative energy (zero: lowest compared OMol25 entry of this formula, charge and spin): 119.1 kcal per mole
Spin multiplicity: 1

=====

No. 2
Molecular formula: H18O9
Method: DFT, the ωB97M-V functional and the def2-TZVPD basis

Geometry as XYZ:
```
27
H18O9 (the ωB97M-V functional and the def2-TZVPD basis)
O 7.531 11.502 13.425
H 7.973 11.198 14.218
H 7.233 12.386 13.640
O 10.902 14.677 14.972
H 10.066 14.922 14.575
H 11.405 15.491 14.993
O 10.966 14.173 8.587
H 11.210 14.828 9.242
H 11.172 13.334 9.000
O 8.499 15.684 14.191
H 7.731 15.124 14.077
H 8.146 16.511 14.518
O 12.262 14.952 11.312
H 12.956 15.302 11.870
H 12.125 15.626 10.647
O 9.303 14.683 11.452
H 8.838 14.386 12.234
H 10.229 14.615 11.682
O 6.265 14.206 13.634
H 5.934 14.082 12.745
H 5.497 14.095 14.194
O 8.378 17.163 10.523
H 8.847 16.388 10.832
H 8.245 17.006 9.588
O 12.989 12.493 10.794
H 12.612 13.325 11.080
H 13.865 12.721 10.483
```

Results
Total charge: 0
Frontier orbital gap: 10.8 eV
Structure (SMILES): O.O.O.O.O.O.O.O.O
HOMO energy: -10.84 eV
Relative energy (zero: lowest compared OMol25 entry of this formula, charge and spin): 54.3 kcal per mole
Spin multiplicity: 1